Entry 1:
80
Properties=species:S:1:pos:R:3:forces:R:3 method="wB97M-V/def2-TZVPD" fmax_ha_per_bohr=0.1046 charge=-1 homo_energy_ev=-2.380 e_tot_ev=-110300.949 homo_lumo_gap_ha=0.082 spin_multiplicity=2
Ag -4.640 -19.184 18.521 -0.1610 -0.2797 -0.3253
C -10.382 -14.778 17.506 0.5306 1.0236 -0.2048
C -10.551 -14.840 15.953 1.1056 0.2636 0.0589
C -11.524 -13.648 15.603 -0.6352 -0.4708 0.0281
C -11.596 -13.124 14.181 -0.4246 -1.0380 -0.5454
C -10.264 -13.066 13.499 1.1160 0.0735 1.0268
C -9.271 -14.323 13.775 -1.1845 2.2669 -0.6521
N -9.235 -14.656 15.243 1.6287 0.1172 -0.1002
O -8.077 -15.471 15.645 -3.1331 1.3686 -0.8653
C -7.865 -13.828 13.236 -0.2296 -1.7866 1.1199
C -9.881 -15.442 12.867 2.0847 0.2033 -0.2827
C -11.203 -16.192 15.594 -0.5940 -0.0899 0.2443
H -9.688 -14.019 17.865 0.8404 -0.0260 -0.7394
H -10.068 -15.698 18.000 -0.4151 -0.1089 -0.2176
H -11.255 -14.281 17.928 -0.7940 -1.0029 0.1197
H -11.487 -12.815 16.305 0.7059 -0.0554 0.1654
H -12.539 -14.028 15.720 -0.1175 -0.3093 0.6782
H -12.096 -12.157 14.136 0.0994 0.2265 0.2326
H -12.291 -13.767 13.642 0.0375 -0.3358 -0.2763
H -9.872 -12.129 13.897 0.9292 -0.0267 0.0139
H -10.384 -12.888 12.431 0.1522 -0.3159 -0.1946
H -7.339 -13.173 13.930 -0.5168 0.4723 -0.0561
H -7.892 -13.469 12.208 -0.3490 0.2750 0.1417
H -7.202 -14.693 13.242 -0.0332 -0.2633 -0.1485
H -9.653 -16.331 13.455 -1.0968 -0.4920 -0.4822
H -9.317 -15.550 11.941 0.8755 0.0006 0.0391
H -10.814 -15.197 12.360 -0.8141 -0.4878 1.2739
H -11.801 -16.090 14.688 0.1789 -0.2245 -0.1772
H -11.888 -16.530 16.371 -0.3238 0.3353 0.2527
H -10.516 -17.035 15.526 0.4438 0.3894 -0.3219
C 2.835 -18.656 16.812 -2.2815 0.5401 0.0317
C 2.834 -17.155 17.130 1.6335 0.2757 0.5628
C 4.037 -16.704 16.292 0.0959 2.7474 -0.7196
C 4.259 -15.149 16.049 -0.1983 -1.5869 1.1113
C 2.941 -14.402 15.699 2.3556 -1.1632 1.0701
C 1.710 -14.854 16.563 0.4463 1.4796 0.9085
N 1.623 -16.370 16.672 -2.8731 -2.1212 1.8944
O 0.396 -16.963 17.087 4.3909 2.7016 -1.5290
C 0.548 -14.253 15.811 -0.7620 -1.4606 -0.4651
C 1.751 -14.150 18.016 0.5843 -0.2198 -1.2786
C 3.166 -16.994 18.664 -0.4588 1.4147 -0.1112
H 3.718 -19.136 17.234 0.0320 0.1520 -0.4653
H 2.693 -18.700 15.732 0.4640 -0.6576 -0.0048
H 1.944 -19.118 17.237 0.0449 -0.1568 0.1691
H 3.903 -17.025 15.259 0.2152 -0.8811 0.1959
H 4.950 -17.039 16.784 -0.0262 -0.5473 -0.4309
H 5.012 -15.065 15.265 -0.2415 0.0626 -0.3537
H 4.820 -14.799 16.915 -0.5135 0.6091 0.3696
H 2.878 -14.523 14.618 -0.9601 -0.1561 0.0437
H 3.258 -13.371 15.857 -0.9739 0.3665 0.1589
H 0.545 -14.799 14.868 -0.4925 0.1225 -0.2423
H 0.680 -13.198 15.572 0.1081 -0.0671 0.3922
H -0.391 -14.457 16.326 -0.0672 0.2460 -0.1049
H 1.420 -13.112 17.977 -0.2874 0.0035 -0.5487
H 2.793 -14.041 18.315 -0.0561 -0.4977 0.4918
H 1.104 -14.629 18.751 0.3301 -0.3458 -0.1006
H 3.595 -16.021 18.900 -0.1535 0.4289 -0.3956
H 3.945 -17.618 19.102 -0.3150 -0.8232 -0.5735
H 2.261 -17.015 19.270 -0.0484 -0.4623 -0.0531
Br -4.555 -22.239 15.028 0.0536 0.2247 0.3831
O -8.285 -20.411 19.590 0.2777 -0.0154 0.0304
H -8.602 -20.588 20.476 -0.0336 -0.0632 0.2209
H -9.043 -20.046 19.133 -0.1469 0.1279 -0.2643
C -2.607 -17.999 24.422 0.4550 0.6388 1.6344
C -2.770 -18.590 23.099 -0.5063 -1.8901 -0.9987
C -2.691 -20.148 23.146 0.3313 0.6810 -1.2564
O -2.779 -20.649 21.818 -0.1167 1.0805 0.1267
C -2.352 -21.958 21.666 -0.2288 -0.6267 0.9323
N -4.012 -18.263 22.411 -0.3671 1.3504 -0.2400
H -2.858 -16.942 24.333 -0.0200 0.1067 0.4068
H -1.548 -18.072 24.670 0.0567 0.1150 0.3695
H -3.169 -18.472 25.227 -0.2481 0.0663 -0.0225
H -1.981 -18.081 22.545 0.2782 -0.9488 -0.6753
H -3.525 -20.577 23.701 -0.1751 0.2476 0.4407
H -1.755 -20.472 23.601 0.2429 -0.0715 0.1623
H -2.923 -22.675 22.256 -0.9552 -0.1029 -0.0394
H -1.405 -22.092 22.189 0.9360 0.0289 -0.9278
H -2.463 -22.217 20.614 0.6599 -0.0862 0.1604
H -4.715 -17.957 23.069 -0.5113 -0.7822 0.6862
H -3.839 -17.335 22.052 0.1201 0.2135 -0.9580

***

Entry 2:
92
Properties=species:S:1:pos:R:3:forces:R:3 method="wB97M-V/def2-TZVPD" fmax_ha_per_bohr=0.0278 homo_energy_ev=-9.395 smiles="CP(O)N(CCO[Si](C)(C)C)S(=O)(=O)F.CCOC(=O)OC.CCOC(=O)OC.CCOC(=O)OC.CCOC(=O)OC" e_tot_ev=-88581.007 homo_lumo_gap_ha=0.358
C 1.120 -1.229 4.060 -0.1630 0.3056 0.0183
P 2.003 -1.466 2.495 0.3019 -0.3280 -0.3020
O 0.785 -1.952 1.499 -0.1262 0.0186 0.1797
N 2.218 0.192 1.914 0.3987 -0.3160 1.3374
C 1.405 1.289 2.526 -0.2971 0.3342 -0.8698
C -0.056 1.241 2.036 0.0190 0.2559 0.0012
O -0.976 1.221 3.118 0.1742 -0.3586 -0.1376
Si -2.455 0.471 2.908 -0.3749 0.1180 0.1183
C -3.561 1.147 4.244 -0.0060 0.0398 -0.1510
C -2.386 -1.386 3.124 0.2657 0.0526 0.1894
C -3.183 0.855 1.228 -0.0271 -0.0715 0.2513
S 3.790 0.697 1.738 -0.3810 0.3330 -0.3624
O 4.047 0.985 0.376 0.1041 0.0406 -0.0487
O 4.111 1.644 2.751 0.1382 -0.2880 0.0832
F 4.607 -0.586 2.063 -0.0197 -0.0745 0.0194
H 1.829 -0.878 4.813 0.0397 -0.0951 0.0135
H 0.282 -0.536 4.031 -0.0946 -0.0037 -0.0499
H 0.748 -2.215 4.342 0.0764 -0.0219 0.0435
H 0.941 -2.882 1.294 -0.1101 0.0873 -0.1843
H 1.478 1.328 3.610 -0.0787 -0.2184 0.0678
H 1.818 2.227 2.162 0.0917 0.0071 0.0642
H -0.236 2.153 1.461 -0.0417 -0.0157 -0.0380
H -0.200 0.409 1.341 0.0602 -0.1327 0.1527
H -3.194 0.911 5.243 0.0028 0.0382 0.0209
H -3.687 2.227 4.154 0.0297 0.0166 0.0603
H -4.546 0.688 4.121 -0.0164 -0.0059 0.0955
H -1.446 -1.832 2.802 -0.0255 0.0057 -0.1583
H -2.504 -1.616 4.186 -0.0393 -0.0909 -0.0240
H -3.197 -1.864 2.572 -0.0353 -0.0040 0.0238
H -2.881 1.821 0.825 0.0693 -0.0398 -0.0884
H -4.268 0.889 1.362 -0.0192 -0.0328 -0.0923
H -2.966 0.052 0.523 0.0532 0.1503 -0.1794
C -2.805 -7.335 1.655 -0.0006 0.0694 0.1642
C -1.441 -6.876 1.191 -0.0950 -0.1401 -0.2204
O -0.870 -5.913 2.096 0.0591 0.0249 -0.0248
C -0.298 -6.426 3.185 -0.0384 0.0716 -0.0234
O -0.196 -7.592 3.457 -0.0081 -0.0529 0.0197
O 0.154 -5.411 3.925 0.0570 0.0757 0.0268
C 0.772 -5.804 5.156 0.0619 0.0508 0.0577
H -3.461 -6.479 1.814 -0.0150 -0.0005 -0.0650
H -3.255 -7.985 0.904 0.0061 -0.0016 -0.0135
H -2.731 -7.887 2.591 0.0255 -0.0393 -0.0267
H -1.510 -6.353 0.239 0.0170 0.0864 0.0466
H -0.756 -7.714 1.071 0.0242 0.0046 0.0949
H 1.545 -6.547 4.980 -0.0289 -0.0357 -0.0091
H 0.026 -6.200 5.843 0.0042 -0.0554 -0.0218
H 1.211 -4.900 5.568 -0.0262 0.0227 -0.0250
C -6.253 -2.233 -4.286 0.1617 -0.0594 0.0150
C -6.071 -0.847 -3.708 -0.2600 0.0058 -0.0633
O -4.801 -0.708 -3.051 0.0159 0.0300 0.0209
C -3.765 -0.479 -3.856 -0.0126 -0.0376 0.0368
O -3.809 -0.363 -5.054 0.0062 -0.0036 -0.0554
O -2.667 -0.397 -3.108 0.0172 0.0295 0.0380
C -1.463 -0.189 -3.853 0.2221 0.0294 -0.0189
H -6.104 -2.989 -3.514 -0.0635 0.0067 0.0182
H -7.260 -2.341 -4.690 -0.0104 0.0098 0.0033
H -5.537 -2.416 -5.086 -0.0244 0.0368 -0.0287
H -6.808 -0.650 -2.932 0.0703 -0.0062 0.0673
H -6.171 -0.079 -4.475 0.0899 -0.0097 -0.0242
H -1.558 0.670 -4.513 -0.0506 -0.0274 -0.0357
H -1.218 -1.078 -4.431 -0.0250 0.0262 -0.0579
H -0.678 -0.003 -3.127 -0.0680 -0.0338 0.0832
C 3.933 4.761 2.000 -0.1100 0.1606 -0.1361
C 4.355 5.341 3.328 0.0147 -0.2555 0.0670
O 4.690 6.739 3.225 0.0156 0.0157 0.0357
C 3.656 7.573 3.224 0.0293 0.0128 -0.0559
O 2.494 7.273 3.323 -0.0497 -0.0133 0.0119
O 4.123 8.816 3.095 0.0159 0.0165 0.0128
C 3.112 9.825 3.045 0.0073 0.0961 0.0121
H 4.698 4.938 1.242 0.0466 -0.0621 0.0336
H 3.790 3.686 2.107 0.0438 0.1956 -0.0454
H 3.005 5.218 1.654 -0.0188 -0.0145 0.0522
H 5.265 4.865 3.687 0.0486 0.0796 -0.0208
H 3.582 5.212 4.085 -0.0417 0.0715 -0.0287
H 2.438 9.741 3.894 -0.0206 -0.0326 -0.0128
H 2.545 9.748 2.118 -0.0367 -0.0351 0.0214
H 3.638 10.774 3.079 0.0366 -0.0204 -0.0130
C 4.581 0.317 -7.422 -0.1027 -0.1000 -0.1002
C 3.604 1.411 -7.053 0.2208 0.0818 0.1332
O 2.403 1.339 -7.841 -0.0346 0.0234 0.0007
C 1.509 0.441 -7.435 0.0251 0.0084 -0.0528
O 1.613 -0.282 -6.477 -0.0286 -0.0219 0.0582
O 0.472 0.478 -8.270 -0.0318 0.0104 -0.0070
C -0.554 -0.474 -7.973 -0.1590 -0.1057 -0.0116
H 4.788 0.339 -8.492 0.0467 0.0459 0.0109
H 5.517 0.456 -6.881 0.0025 0.0128 0.0079
H 4.178 -0.663 -7.171 0.0040 0.0130 0.0513
H 4.019 2.393 -7.271 -0.0624 0.0090 -0.0759
H 3.348 1.378 -5.994 -0.0669 -0.0634 -0.0166
H -0.876 -0.389 -6.938 0.0227 -0.0108 0.0134
H -0.199 -1.484 -8.168 0.0365 -0.0043 0.0715
H -1.387 -0.250 -8.632 0.0660 0.1035 -0.0501